C25H28NO3P | wB97M-V/def2-TZVPD

## Properties
HOMO: -0.227 Eh

```
58
Properties=species:S:1:pos:R:3:forces:R:3:nbo_charge:R:1
C 2.12646 3.00796 2.18431 -0.01 0.09 -0.71 -0.430
N 1.57730 2.04833 3.13891 -1.18 -2.79 -0.86 -0.290
C 1.99151 2.23397 4.52854 -0.41 -0.13 0.29 -0.421
C 0.88944 0.95673 2.67144 2.10 2.95 1.03 0.266
C 0.12526 0.05512 3.43958 -0.80 -0.94 1.29 -0.118
C -0.39239 0.40054 4.71163 0.29 0.08 -0.50 -0.154
C -1.09132 -0.50890 5.46601 -0.14 0.05 0.15 -0.226
C -1.31751 -1.78773 4.98243 0.15 0.04 -0.17 -0.126
C -0.86873 -2.14003 3.71831 -0.15 -0.26 0.22 -0.207
C -0.17546 -1.23942 2.94810 0.51 0.83 -0.18 -0.120
H 2.61569 3.83687 2.69690 -0.16 -0.24 0.10 0.220
H 2.84998 2.51116 1.53927 0.01 0.03 -0.12 0.243
H 1.31710 3.40350 1.57122 0.10 -0.02 -0.05 0.247
H 2.96199 2.72547 4.57673 -0.07 -0.01 -0.31 0.229
H 1.26688 2.85320 5.05236 0.06 0.08 0.16 0.217
H 2.07825 1.26839 5.02271 -0.13 0.02 0.01 0.231
H 0.99073 0.76722 1.61832 -0.22 0.30 -0.70 0.262
H -0.27584 1.40672 5.06936 -0.01 0.13 0.14 0.213
H -1.47670 -0.22295 6.43163 -0.05 0.06 0.09 0.228
H -1.84948 -2.50390 5.58659 -0.11 -0.11 0.06 0.227
H -1.06363 -3.13073 3.34418 -0.03 -0.11 -0.17 0.239
H 0.17357 -1.52307 1.97154 0.03 -0.07 -0.34 0.246
C 4.57607 2.22837 -1.97472 -0.06 -0.29 0.45 -0.623
C 3.09096 2.14692 -2.24302 0.16 0.65 -0.92 -0.072
O 2.42372 1.30241 -1.33911 0.10 -0.10 0.38 -0.563
C 1.10852 1.14860 -1.74324 -1.54 -0.17 -0.69 0.705
C 0.34273 0.25729 -1.00507 -0.89 -0.84 -0.24 -0.993
P -1.33608 -0.09976 -1.48269 0.01 3.59 2.37 1.900
C -1.54788 -0.03859 -3.25672 0.14 -0.30 0.68 -0.319
C -0.56274 -0.35659 -4.15972 0.37 -0.10 -0.49 -0.193
C -0.83875 -0.30886 -5.51402 0.23 -0.10 0.10 -0.214
C -2.10368 0.04356 -5.94328 -0.19 -0.04 -0.24 -0.212
C -3.08158 0.37975 -5.02737 -0.13 0.04 -0.04 -0.225
C -2.79586 0.34011 -3.67533 -0.65 0.24 -0.32 -0.195
C -1.66924 -1.78063 -0.97126 0.27 0.49 -0.31 -0.423
C -1.06039 -2.85631 -1.57026 0.15 -0.63 -0.06 -0.124
C -1.32071 -4.13182 -1.10091 0.27 -0.05 -0.25 -0.237
C -2.18995 -4.31241 -0.04265 -0.16 -0.20 0.18 -0.219
C -2.79608 -3.22175 0.55170 0.01 -0.02 0.14 -0.233
C -2.53194 -1.94907 0.07946 -0.45 -0.17 0.65 -0.190
O -2.34018 0.84500 -0.77694 0.94 -1.71 -1.13 -1.140
O 0.65450 1.74560 -2.73161 0.97 0.32 0.41 -0.722
H 5.10843 2.71228 -2.79171 -0.13 0.08 -0.06 0.214
H 4.78541 2.77854 -1.05931 0.04 0.13 0.12 0.187
H 5.00008 1.23510 -1.84428 0.03 -0.17 -0.08 0.207
H 2.61069 3.13207 -2.17568 0.28 -0.01 -0.27 0.175
H 2.88544 1.76085 -3.25162 0.26 0.31 0.14 0.192
H 0.75498 -0.26503 -0.17257 0.35 -0.59 0.39 0.183
H 0.43024 -0.57748 -3.80512 0.16 -0.12 0.03 0.223
H -0.06243 -0.52332 -6.23066 0.11 -0.09 -0.12 0.204
H -2.33323 0.04442 -6.99739 0.00 0.10 -0.17 0.203
H -4.05990 0.68411 -5.36090 -0.18 0.02 -0.09 0.205
H -3.52345 0.63092 -2.93390 -0.13 0.03 0.08 0.240
H -0.38511 -2.69452 -2.39414 0.15 -0.03 -0.16 0.216
H -0.83139 -4.98092 -1.55086 0.01 -0.16 -0.10 0.209
H -2.40957 -5.30654 0.31311 0.02 -0.18 0.07 0.206
H -3.45877 -3.35526 1.39026 -0.22 -0.08 0.14 0.203
H -2.98596 -1.07552 0.52142 -0.09 0.16 -0.01 0.249
```
Positions in Å, forces in eV/Å.

CBr2N4 | wB97M-V/def2-TZVPD

## Properties
HOMO: -0.356 Eh

```
7
Properties=species:S:1:pos:R:3:forces:R:3:nbo_charge:R:1
C 1.93856 0.77853 0.50576 0.04 -0.58 -0.55 0.097
N 1.10993 1.29346 1.10445 -0.11 0.59 0.52 -0.317
N -1.59992 0.92372 -0.71809 0.00 -0.03 -0.45 -0.027
N -1.05768 -0.04398 -0.53214 -2.08 1.05 0.16 0.224
N -0.35452 -0.95001 -0.19120 2.68 -0.85 0.39 -0.458
Br 2.95929 -0.22392 -0.57272 0.22 0.13 0.10 0.223
Br -0.83997 -2.69371 0.01558 -0.75 -0.31 -0.18 0.259
```
Positions in Å, forces in eV/Å.

no.,frontier orbital gap (Eh),strongest force on any atom (eV/Å)
1,0.143,4.3
2,0.333,2.8